Computed, not measured: a cluster of 2 separate species, C5H11NOS in total in a non-equilibrium geometry, with the ωB97M-V functional and the def2-TZVPD basis.

The geometry in XYZ format:
```
19
Properties=species:S:1:pos:R:3:lowdin_charge:R:1
C 2.05 -1.48 -1.05 -0.02
N 2.13 -0.23 -0.61 -0.75
C 2.75 -0.09 0.70 -0.16
S 1.43 1.05 -1.26 0.68
H 2.79 -2.15 -0.84 0.05
H 1.43 -1.77 -1.82 0.05
H 2.45 -0.92 1.44 0.11
H 3.95 0.09 0.75 0.14
H 2.28 0.81 1.16 0.06
C -2.56 0.18 1.34 0.00
C -1.53 0.30 0.23 -0.55
C -1.98 0.77 -1.07 -0.05
O -0.41 0.08 0.49 0.01
H -2.89 1.08 1.61 0.04
H -2.22 -0.33 2.15 0.05
H -3.51 -0.22 0.98 0.09
H -2.92 0.31 -1.40 0.09
H -1.04 0.68 -1.80 0.07
H -2.19 1.83 -1.00 0.09
```

spin multiplicity = 1
net charge = 0
lowest unoccupied orbital energy (spin up / spin down) = 0.2 / 0.2 eV
structure (SMILES) = C=[N+](C)[S-].CC(C)=O
gap between HOMO and LUMO (spin up / spin down) = 7.44 / 7.45 eV